1.
# C16H55O19P3

A 10-piece molecular cluster, C16H55O19P3 overall at a distorted geometry (ωB97M-V with the def2-TZVPD basis set, OMol25).

Atoms and positions in Å:
1 C 7.43317 -2.03853 0.65877
2 O 8.68998 -2.47988 0.15871
3 H 7.05496 -1.23579 0.02581
4 H 6.75148 -2.87827 0.52369
5 H 7.45012 -1.77284 1.71575
6 H 9.09891 -2.97907 0.86948
7 C 5.48211 1.78909 0.65166
8 O 5.95841 3.08805 0.93517
9 H 5.76706 0.99498 1.34180
10 H 4.40010 1.80760 0.78205
11 H 5.55839 1.32133 -0.32991
12 H 5.98850 3.52947 0.08321
13 C 2.99753 -1.18493 5.66876
14 O 2.54713 -1.89775 4.58308
15 H 3.81769 -0.54130 5.35069
16 H 2.36630 -0.44317 6.15810
17 H 3.36167 -1.91404 6.39258
18 H 2.07003 -1.29879 4.00410
19 C -2.13411 1.87202 -2.51398
20 O -1.21669 2.94117 -2.71527
21 H -1.70742 0.89240 -2.72936
22 H -2.53017 1.86286 -1.49853
23 H -2.92348 1.89958 -3.26513
24 H -0.95180 3.00833 -3.63556
25 C -3.14946 3.28578 1.13421
26 O -2.28017 3.34507 2.26635
27 H -2.62315 2.69282 0.38622
28 H -4.00098 2.68211 1.44818
29 H -3.43766 4.21628 0.64512
30 H -2.79227 3.54910 3.05231
31 C 1.87596 5.11317 1.92983
32 O 2.89042 5.98766 1.57050
33 H 2.29295 4.17406 2.29353
34 H 1.04784 5.45139 2.55267
35 H 1.41871 4.97029 0.95074
36 H 3.47556 6.14031 2.31610
37 C -1.73616 -1.01936 5.13957
38 O -1.52427 -2.10233 4.21459
39 H -1.49251 -0.16481 4.50832
40 H -2.75446 -0.98352 5.52670
41 H -1.10080 -1.02198 6.02524
42 H -0.87730 -1.92179 3.52870
43 C 1.80943 -0.62432 -4.13297
44 O 2.44781 0.31726 -5.00375
45 P 1.50451 1.34701 -5.80132
46 O 1.92190 1.77856 -7.18785
47 O 1.16208 2.64747 -4.77766
48 C 2.15933 3.42619 -4.15163
49 O 0.03748 0.67190 -5.88399
50 C -0.95096 1.33045 -6.61077
51 H 2.50059 -1.00681 -3.38191
52 H 1.38598 -1.44416 -4.71319
53 H 0.97646 -0.21215 -3.56342
54 H 2.01600 4.46762 -4.43970
55 H 3.20004 3.18326 -4.36607
56 H 2.14945 3.52356 -3.06603
57 H -1.40589 0.63783 -7.31886
58 H -0.81623 2.25383 -7.17409
59 H -1.58257 1.60915 -5.76727
60 C 3.31039 -1.05468 0.18813
61 O 2.46731 0.08611 0.15910
62 P 1.07484 -0.05220 0.96360
63 O 1.16166 -0.69513 2.30682
64 O 0.58754 1.40282 1.11777
65 C 0.51870 2.25385 0.00555
66 O 0.07012 -0.74797 -0.11579
67 C -1.32673 -0.66069 0.11990
68 H 4.25852 -0.89508 0.70161
69 H 3.65902 -1.14241 -0.84088
70 H 2.83415 -1.94491 0.59897
71 H -0.35719 2.89223 0.12129
72 H 0.41155 1.65718 -0.90032
73 H 1.41222 2.87267 -0.07686
74 H -1.44617 -0.12983 1.06437
75 H -1.76638 -1.62144 0.38777
76 H -1.78061 -0.28365 -0.79658
77 C -7.44050 -2.94429 1.52895
78 O -7.63629 -3.65719 0.28313
79 P -6.31088 -4.43728 -0.36158
80 O -6.50156 -4.75741 -1.79929
81 O -5.12752 -3.37171 -0.07775
82 C -3.74034 -3.62310 -0.24413
83 O -6.06902 -5.63524 0.71270
84 C -7.06482 -6.51639 1.12462
85 H -7.76107 -1.90730 1.42898
86 H -6.45286 -2.92575 1.98972
87 H -8.03120 -3.37155 2.33928
88 H -3.37459 -3.54688 0.77984
89 H -3.35522 -2.81219 -0.86234
90 H -3.55580 -4.60797 -0.67318
91 H -7.89825 -6.42312 0.42834
92 H -7.26625 -6.59219 2.19316
93 H -6.58029 -7.45070 0.84106

- Total charge: -1
- Multiplicity: 2
- Orbital gap (spin up / spin down): 1.6 / 10.0 eV

Mulliken population analysis, charges in e, atoms 1 to 6:
1. C -0.506
2. O -0.475
3. H 0.122
4. H 0.256
5. H 0.267
6. H 0.299

***

2.
# C5H6N2O2

One molecule with the formula C5H6N2O2 at a distorted geometry (ωB97M-V with the def2-TZVPD basis set, OMol25).

Atoms and positions in Å:
1 C -2.88349 -0.27762 0.17440
2 C -1.49394 0.38817 -0.10219
3 O -1.36089 1.47504 -0.46959
4 N -0.46097 -0.62433 0.04511
5 C 0.81315 -0.20926 -0.02447
6 N 1.79851 -1.02846 -0.27458
7 C 2.97488 -0.26939 -0.17583
8 C 2.60556 1.03191 0.08874
9 O 1.18751 1.05793 0.21649
10 H -3.80353 0.34405 -0.06466
11 H -2.76186 -0.67000 1.08725
12 H -3.04317 -1.02247 -0.72037
13 H -0.58746 -1.53635 0.07867
14 H 3.92182 -0.65162 -0.33413
15 H 3.09389 1.99241 0.47515

- Relative energy (zero: lowest compared OMol25 entry of this formula, charge and spin): 36.5 kcal/mol
- Structure (SMILES): CC(=O)Nc1ncco1
- Multiplicity: 1
- Orbital gap: 9.4 eV

Mulliken population analysis, charges in e, atoms 1 to 6:
1. C -1.182
2. C 0.606
3. O -0.455
4. N -0.116
5. C 0.637
6. N -0.633

***

Number 1: E_tot -3096.24221 Eh. Number 2: E_tot -454.07608 Eh.